[1]
One molecule with the formula C26H28N4O4, computed with ωB97M-V/def2-TZVPD.

Output
- Kohn-Sham gap (hartree) = 0.3202
- energy above the lowest of the compared OMol25 structures with the same formula, charge and spin (kcal/mol) = 1.31
- highest occupied orbital energy (eV) = -7.987

```
! RIJCOSX wB97M-V def2-TZVPD def2/J DEFGRID3
* xyz 0 1
C 7.577 3.446 -1.032
O 6.208 3.274 -0.766
C 5.793 2.093 -0.221
C 6.621 1.017 0.077
C 6.082 -0.136 0.624
C 4.727 -0.243 0.893
C 4.140 -1.518 1.428
C 3.861 -2.500 0.280
N 2.892 -1.953 -0.643
C 1.614 -2.364 -0.649
O 1.208 -3.335 -0.045
C 0.634 -1.553 -1.526
C 1.167 -0.279 -2.169
N -0.491 -1.260 -0.656
C -0.319 -0.662 0.603
O 0.717 -0.186 1.002
N -1.503 -0.734 1.245
C -1.874 0.097 2.365
C -2.688 1.313 1.894
C -3.691 0.874 0.875
C -3.600 -0.310 0.198
N -4.633 -0.439 -0.690
C -5.409 0.683 -0.613
C -6.559 1.031 -1.309
C -7.148 2.240 -1.008
C -6.610 3.089 -0.036
C -5.470 2.753 0.659
C -4.851 1.537 0.374
C -2.532 -1.329 0.415
C -3.072 -2.634 1.015
C -1.772 -1.652 -0.872
O -2.224 -2.149 -1.874
C 3.905 0.841 0.596
C 4.427 1.992 0.046
H 7.940 2.719 -1.766
H 8.178 3.371 -0.119
H 7.674 4.450 -1.443
H 7.682 1.062 -0.110
H 6.739 -0.964 0.851
H 3.198 -1.306 1.936
H 4.827 -1.990 2.132
H 4.785 -2.713 -0.267
H 3.444 -3.432 0.668
H 3.122 -1.046 -1.017
H 0.243 -2.232 -2.295
H 1.512 0.420 -1.411
H 1.977 -0.509 -2.857
H 0.366 0.195 -2.734
H -0.953 0.408 2.861
H -2.468 -0.508 3.056
H -3.181 1.780 2.748
H -2.016 2.053 1.450
H -4.719 -1.186 -1.359
H -6.973 0.375 -2.060
H -8.043 2.541 -1.531
H -7.105 4.027 0.170
H -5.059 3.414 1.407
H -2.242 -3.291 1.265
H -3.706 -3.131 0.285
H -3.652 -2.426 1.911
H 2.848 0.777 0.814
H 3.798 2.838 -0.185
*
```

---

[2]
C26H28N6O4PRhS3 as an isolated structure, computed with ωB97M-V/def2-TZVPD.

Output
- ⟨S²⟩ = 0.768
- Kohn-Sham gap (alpha / beta) (hartree) = 0.2435 / 0.2563
- energy above the lowest of the compared OMol25 structures with the same formula, charge and spin (kcal/mol) = 24.96
- highest occupied orbital energy (alpha / beta) (eV) = -3.959 / -4.379

```
! RIJCOSX wB97M-V def2-TZVPD def2/J DEFGRID3
* xyz -1 2
Rh 0.166 -1.642 -1.437
N -2.125 -4.406 1.093
C -1.476 -3.501 0.283
S -0.018 -3.963 -0.485
N -2.115 -2.337 0.163
N -1.577 -1.444 -0.625
C -2.306 -0.180 -0.665
C -3.483 -0.265 -1.628
C -4.399 0.787 -1.680
C -5.449 0.712 -2.570
C -5.557 -0.408 -3.388
C -4.603 -1.399 -3.256
N -3.589 -1.341 -2.395
H -1.544 -5.141 1.459
H -2.791 -4.001 1.732
H -2.667 0.009 0.348
H -4.257 1.649 -1.043
H -6.173 1.516 -2.633
H -6.359 -0.509 -4.107
H -4.648 -2.291 -3.872
C -1.440 1.932 -5.729
C -1.408 0.515 -5.191
O -1.361 0.563 -3.764
P -0.140 0.068 -2.814
S -1.226 1.227 -1.090
S 0.372 -1.732 -3.755
O 0.987 1.178 -3.123
C 2.010 1.461 -2.151
C 3.364 1.102 -2.714
H -1.534 1.920 -6.817
H -0.523 2.456 -5.462
H -2.284 2.481 -5.311
H -0.564 -0.042 -5.590
H -2.321 -0.027 -5.452
H 1.812 0.898 -1.242
H 1.935 2.526 -1.914
H 3.413 0.031 -2.901
H 4.143 1.360 -1.994
H 3.549 1.644 -3.643
O 2.937 -1.363 -0.657
C 2.294 -1.083 0.345
N 2.831 -0.791 1.591
C 1.791 -0.206 2.429
C 0.519 -0.511 1.576
O -0.606 -0.297 1.978
N 0.925 -0.989 0.383
C 1.999 1.301 2.541
C 1.347 2.190 1.693
C 1.633 3.547 1.754
C 2.569 4.030 2.655
C 3.220 3.147 3.505
C 2.934 1.793 3.449
C 1.667 -0.875 3.782
C 0.782 -0.349 4.722
C 0.619 -0.964 5.951
C 1.339 -2.111 6.261
C 2.214 -2.641 5.327
C 2.374 -2.029 4.091
H 3.751 -0.378 1.589
H 0.605 1.833 0.988
H 1.112 4.227 1.091
H 2.788 5.089 2.700
H 3.949 3.514 4.218
H 3.430 1.107 4.126
H 0.212 0.536 4.473
H -0.076 -0.548 6.670
H 1.213 -2.590 7.224
H 2.772 -3.541 5.555
H 3.041 -2.451 3.352
*
```

---

[3]
A 2-piece molecular cluster, C26H28O4 overall in a non-equilibrium geometry, computed with ωB97M-V/def2-TZVPD.

Output
- Kohn-Sham gap (hartree) = 0.0678
- energy above the lowest of the compared OMol25 structures with the same formula, charge and spin (kcal/mol) = 10.04
- highest occupied orbital energy (eV) = -4.976

```
! RIJCOSX wB97M-V def2-TZVPD def2/J DEFGRID3
* xyz 0 1
C 4.109 -0.414 3.107
C 3.178 0.726 2.792
O 1.861 0.409 3.257
C 0.983 1.400 2.935
C -0.362 1.076 3.465
C -1.432 2.006 3.262
O -1.296 3.064 2.653
C -2.829 1.586 3.783
C -3.616 0.746 2.780
C -3.258 -0.743 2.737
C -1.900 -1.066 2.079
C -0.775 -1.373 3.065
C -0.546 -0.249 4.106
O 1.336 2.366 2.277
H 5.103 -0.155 2.735
H 4.193 -0.586 4.184
H 3.802 -1.341 2.613
H 3.513 1.648 3.285
H 3.138 0.899 1.710
H -2.758 1.069 4.745
H -3.394 2.512 3.940
H -4.682 0.833 3.033
H -3.492 1.180 1.779
H -3.303 -1.169 3.749
H -4.037 -1.245 2.145
H -2.029 -1.945 1.430
H -1.600 -0.238 1.420
H -0.978 -2.312 3.600
H 0.159 -1.505 2.500
H 0.371 -0.489 4.660
H -1.389 -0.226 4.806
C -3.242 -1.494 -6.013
C -3.489 -0.403 -5.170
C -2.473 0.090 -4.354
C -1.179 -0.501 -4.362
C -0.116 -0.008 -3.516
O 1.068 -0.675 -3.650
C 2.179 -0.309 -2.907
C 2.083 0.764 -1.995
C 3.244 1.114 -1.260
C 4.418 0.404 -1.434
C 4.475 -0.667 -2.345
C 3.358 -1.032 -3.092
C 0.848 1.415 -1.851
C -0.241 1.043 -2.623
C -0.952 -1.596 -5.221
C -1.970 -2.085 -6.032
H -4.034 -1.882 -6.650
H -4.474 0.067 -5.145
H -2.655 0.940 -3.696
H 3.149 1.951 -0.564
H 5.300 0.685 -0.858
H 5.409 -1.217 -2.467
H 3.388 -1.855 -3.805
H 0.765 2.241 -1.145
H -1.202 1.547 -2.551
H 0.030 -2.065 -5.249
H -1.757 -2.934 -6.680
*
```